DFT (ωB97M-V/def2-TZVPD) results for 2 unconnected molecules or ions with the total composition CH10N6P.

The geometry in XYZ format:
```
18
Properties=species:S:1:pos:R:3
C -0.67 -0.75 -0.43
N 2.73 -1.32 0.48
N -0.96 -2.00 -0.83
N -1.13 0.24 -1.15
N -0.87 2.73 -0.79
N 1.49 -0.49 2.64
N -0.02 -0.57 0.66
P 1.49 -0.76 1.11
H 2.70 -1.43 -0.50
H -1.46 -2.12 -1.73
H -0.61 -2.89 -0.40
H -1.71 -0.16 -1.87
H -1.23 1.26 -0.94
H -1.79 3.05 -0.79
H -0.36 2.79 -1.60
H 0.55 -0.28 2.96
H 2.29 -0.27 3.07
H -0.44 2.96 0.10
```

Its HOMO energy is -14.09 eV. The net charge is +1. The spin multiplicity is 1. Its gap between HOMO and LUMO is 10.7 eV.

DFT (ωB97M-V/def2-TZVPD) results for C10H13N3 in the gas phase.

The geometry in XYZ format:
```
26
Properties=species:S:1:pos:R:3
C -3.75 -0.33 0.13
C -3.22 0.95 0.36
C -1.86 1.27 0.16
C -1.06 0.20 -0.13
N 0.24 0.28 -0.18
C 1.13 1.44 -0.31
C 2.44 0.73 -0.33
C 2.27 -0.54 -1.11
C 1.02 -1.03 -0.29
C 1.58 -1.20 1.12
N 2.54 -0.01 1.13
N -1.54 -0.99 -0.37
C -2.77 -1.30 -0.26
H -4.80 -0.71 0.30
H -3.86 1.85 0.47
H -1.39 2.21 0.00
H 0.95 2.04 -1.21
H 0.85 2.13 0.51
H 3.30 1.33 -0.41
H 2.16 -0.40 -2.29
H 3.12 -1.15 -1.04
H 0.42 -1.84 -0.76
H 2.19 -2.02 1.24
H 0.97 -1.24 2.03
H 2.02 0.71 1.79
H -2.92 -2.37 -0.56
```

As for the SMILES: c1ccc(N2C[C@@H]3C[C@H]2CN3)nc1. Its HOMO energy is -7.69 eV. The spin multiplicity is 1. Its gap between HOMO and LUMO is 8.5 eV.

DFT (ωB97M-V/def2-TZVPD) results for 3 unconnected molecules or ions with the total composition C4H16N4O.

The geometry in XYZ format:
```
25
Properties=species:S:1:pos:R:3
N 2.82 0.76 0.81
N 1.73 -0.04 0.82
O 1.01 0.11 1.85
H 2.85 1.49 1.52
H 3.60 0.39 0.29
C 0.26 2.04 -0.40
N 0.59 0.65 -0.64
C 1.09 0.38 -1.97
H 1.11 2.68 -0.64
H 0.02 2.14 0.66
H -0.61 2.36 -1.00
H -0.26 -0.02 -0.34
H 1.34 -0.67 -2.05
H 0.34 0.62 -2.75
H 1.99 0.97 -2.16
C -2.60 -0.50 0.81
N -1.25 -0.95 0.53
C -1.16 -2.37 0.24
H -3.23 -0.65 -0.07
H -2.58 0.56 1.06
H -3.06 -1.04 1.66
H -0.62 -0.72 1.32
H -0.11 -2.63 0.10
H -1.71 -2.59 -0.68
H -1.57 -2.99 1.04
```

As for the SMILES: NN=O.CNC.CNC. Its HOMO energy is -7.45 eV. The spin multiplicity is 1. Its gap between HOMO and LUMO is 8.4 eV.

DFT (ωB97M-V/def2-TZVPD) results for C5H9NO in the gas phase.

The geometry in XYZ format:
```
16
Properties=species:S:1:pos:R:3
O -2.62 -0.81 0.45
C -1.38 -0.59 -0.13
C 0.16 -1.07 0.53
C 0.56 0.28 -0.01
C 1.57 0.54 -1.05
N 1.71 1.09 0.31
C -0.84 0.82 -0.06
H -2.70 -0.19 1.20
H -1.05 -1.34 -0.81
H 0.80 -1.92 0.17
H 0.02 -1.17 1.59
H 1.37 1.29 -1.81
H 2.23 -0.27 -1.36
H 2.37 0.54 0.85
H -1.10 1.20 0.94
H -1.09 1.60 -0.79
```

As for the SMILES: O[C@H]1C[C@]2(CN2)C1. Its HOMO energy is -8.91 eV. The spin multiplicity is 1. Its gap between HOMO and LUMO is 9.8 eV.

DFT (ωB97M-V/def2-TZVPD) results for 2 unconnected molecules or ions with the total composition C2H6S.

The geometry in XYZ format:
```
9
Properties=species:S:1:pos:R:3
C -0.80 0.19 -0.11
C 0.54 0.52 0.39
S 1.88 -1.00 0.18
H -0.81 -0.27 -1.12
H -0.99 -0.67 0.58
H -1.63 1.01 -0.08
H 0.57 0.99 1.36
H 0.97 1.11 -0.38
H 0.28 -1.89 -0.83
```

Its HOMO energy (alpha / beta) is -0.98 / -2.78 eV. The net charge is -1. The spin multiplicity is 2. Its gap between HOMO and LUMO (alpha / beta) is 5.5 / 7.2 eV.

DFT (ωB97M-V/def2-TZVPD) results for 14 unconnected molecules or ions with the total composition H28O14.

The geometry in XYZ format:
```
42
Properties=species:S:1:pos:R:3
O -3.34 -0.28 0.11
H -3.34 0.68 0.21
H -2.43 -0.49 -0.12
O -1.88 1.64 2.27
H -2.19 1.90 1.40
H -0.93 1.64 2.20
O 1.70 0.00 -3.93
H 0.91 -0.08 -3.41
H 2.41 0.03 -3.29
O -1.82 -2.68 1.20
H -2.69 -2.32 1.38
H -1.22 -2.12 1.69
O 1.27 2.46 -0.69
H 1.39 2.38 0.25
H 2.14 2.29 -1.06
O 0.02 -2.13 2.97
H 0.54 -2.58 3.63
H 0.66 -1.73 2.38
O -0.83 1.90 -2.41
H -0.57 2.71 -1.97
H -0.79 2.11 -3.35
O -1.05 -0.70 -3.34
H -1.34 -1.26 -2.62
H -1.12 0.19 -3.00
O 2.47 -0.73 1.94
H 2.96 -1.54 1.84
H 3.10 -0.04 1.69
O -2.89 2.58 -0.14
H -2.37 3.38 -0.15
H -2.70 2.16 -0.98
O 3.20 -1.21 -1.40
H 2.46 -1.03 -0.83
H 3.09 -2.12 -1.67
O -0.27 -0.17 -0.34
H 0.50 -0.02 0.22
H -0.28 0.58 -0.94
O 0.95 -3.04 0.49
H 0.91 -3.89 0.05
H 0.04 -2.84 0.70
O 0.84 1.57 2.75
H 1.23 2.10 3.44
H 1.27 0.72 2.82
```

Its HOMO energy is -10.21 eV. The spin multiplicity is 1. Its gap between HOMO and LUMO is 9.7 eV.

DFT (ωB97M-V/def2-TZVPD) results for a molecular structure, C6H7O6Rh.

The geometry in XYZ format:
```
20
Properties=species:S:1:pos:R:3
O 3.32 1.98 -0.62
C 2.77 1.27 0.27
O 2.94 -0.05 0.06
O 1.64 1.48 0.82
Rh 4.38 0.43 -1.28
C 1.33 -0.46 0.79
C 0.36 -0.77 -0.34
C -0.90 -1.41 0.15
C -2.14 -1.05 -0.18
O -2.39 -0.03 -1.09
C -2.83 1.18 -0.69
O -3.30 1.95 -1.48
O -2.71 1.46 0.60
H 0.81 -0.22 1.72
H 1.80 -1.38 1.16
H 0.85 -1.45 -1.06
H 0.13 0.15 -0.90
H -0.81 -2.28 0.81
H -3.03 -1.58 0.17
H -2.22 0.78 1.09
```

Its HOMO energy (alpha / beta) is -12.72 / -13.51 eV. The net charge is +1. The spin multiplicity is 6. Its gap between HOMO and LUMO (alpha / beta) is 7.7 / 4.1 eV.